{"formula": "CH2O3S", "method": "ωB97M-V with the def2-TZVPD basis set", "symbols": ["C", "O", "O", "O", "S", "H", "H"], "xyz": [[-0.3703, 0.1668, -0.0212], [2.3457, 1.2976, -0.0936], [0.3156, -0.5066, -1.0161], [-1.5141, -0.4479, 0.4821], [1.3545, -0.4136, 0.1953], [-0.7277, 1.2762, -0.3428], [-1.4037, -1.3726, 0.7963]], "atomic_forces_ev_per_a": [[-2.3, 1.2, -0.6], [-2.9, -5.3, 0.9], [-1.2, -0.7, -2.1], [1.2, 0.0, 0.1], [3.1, 6.6, 0.9], [1.7, -2.5, 1.3], [0.3, 0.8, -0.4]], "e_above_lowest_ev": 4.394, "total_charge": 0, "gap_ev": [8.870, 8.871], "e_homo_ev": [-9.575, -9.576], "max_force_ev_per_a": 7.32}



{"formula": "CH2O3S", "method": "ωB97M-V with the def2-TZVPD basis set", "symbols": ["C", "O", "O", "O", "S", "H", "H"], "xyz": [[1.2090, -0.4796, 0.1474], [-1.7193, 1.8911, 0.0716], [-1.4141, -0.2968, -0.9355], [0.7937, 0.2146, 1.0321], [-1.7680, 0.4843, 0.2487], [0.6341, -0.8646, -0.5974], [2.2645, -0.9488, 0.0332]], "atomic_forces_ev_per_a": [[3.8, -1.1, 0.0], [0.1, 3.2, 0.1], [-0.1, -0.9, -0.5], [-0.5, 1.3, 1.3], [0.2, -2.6, 0.5], [-2.5, -0.7, -2.5], [-1.0, 0.8, 1.1]], "e_above_lowest_ev": 4.781, "s2": 2.010, "total_charge": 0, "gap_ev": [4.558, 5.318], "multiplicity": 3, "e_homo_ev": [-6.260, -10.212], "max_force_ev_per_a": 3.94}



{"formula": "CH2O3S2", "method": "ωB97M-V with the def2-TZVPD basis set", "symbols": ["C", "O", "O", "O", "S", "S", "H", "H"], "xyz": [[0.5026, -0.0157, -0.5130], [3.1256, -0.4928, -1.2197], [3.7829, -1.2673, 0.9880], [1.0506, 0.3681, 0.5155], [-1.2774, 0.0300, -0.5713], [3.4429, -0.1344, 0.1402], [1.0345, -0.2052, -1.4377], [-1.5362, 0.7371, 0.5659]], "atomic_forces_ev_per_a": [[-1.2, 2.0, 2.5], [0.1, 0.4, 0.0], [-0.5, 1.3, -0.5], [-0.1, -0.9, -1.3], [0.1, -0.1, -0.5], [0.8, -1.7, 0.5], [0.1, -0.6, -0.3], [0.6, -0.4, -0.3]], "e_above_lowest_ev": 0.044, "total_charge": 0, "gap_ev": 10.316, "e_homo_ev": -10.744, "max_force_ev_per_a": 3.41}



{"formula": "CH2O3Tl", "method": "ωB97M-V with the def2-TZVPD basis set", "symbols": ["O", "C", "O", "Tl", "H", "O", "H"], "xyz": [[1.3780, 1.2731, 0.0032], [0.7696, 0.1560, 0.0116], [1.4729, -0.9038, 0.0131], [3.0770, 0.2574, -0.0124], [-0.3674, 0.1112, 0.0202], [-3.0371, 0.0118, 0.0423], [-3.2930, -0.9056, -0.0781]], "atomic_forces_ev_per_a": [[-4.0, 1.6, 0.0], [-2.4, 0.0, 0.1], [-3.9, -2.0, 0.0], [9.0, 0.4, -0.1], [1.3, 0.1, 0.0], [0.5, 0.6, 0.1], [-0.4, -0.7, -0.1]], "e_above_lowest_ev": 6.044, "total_charge": 1, "gap_ev": [9.417, 6.833], "e_homo_ev": [-14.857, -15.735], "max_force_ev_per_a": 9.00}



{"formula": "CH2O3Tl", "method": "ωB97M-V with the def2-TZVPD basis set", "symbols": ["H", "O", "C", "O", "O", "Tl", "H"], "xyz": [[-1.0330, 1.6047, -0.2314], [-0.5777, -1.2845, -0.3006], [-0.5743, -0.0760, 0.1843], [-1.5755, 0.6913, -0.0602], [0.5223, 0.5401, 0.0643], [2.2885, -0.1005, -0.1283], [-0.0638, -1.9011, 0.2438]], "atomic_forces_ev_per_a": [[-3.0, -0.8, 0.4], [-0.9, -0.1, 2.3], [-4.8, -3.4, -5.3], [3.3, 1.8, 1.2], [1.7, 4.9, 1.8], [4.0, -1.1, -0.5], [-0.4, -1.3, 0.2]], "total_charge": 3, "gap_ev": [6.103, 6.102], "e_homo_ev": [-29.199, -29.196], "max_force_ev_per_a": 7.91}



{"formula": "CH2O4P", "method": "ωB97M-V with the def2-TZVPD basis set", "symbols": ["O", "C", "O", "P", "O", "O", "H", "H"], "xyz": [[0.3826, -1.5385, 0.7353], [0.8636, -0.7263, -0.0830], [2.0411, -0.5331, -0.4327], [-0.3196, 0.4511, -0.9410], [-1.7207, -0.2483, -0.4592], [-0.1414, 1.7753, 0.0526], [-1.5687, -0.7850, 0.3421], [0.4632, 1.6048, 0.7859]], "atomic_forces_ev_per_a": [[-0.2, 0.0, 0.1], [0.2, 0.0, 0.0], [0.3, 0.0, 0.1], [-0.3, -0.1, -0.5], [-0.4, 0.2, 0.2], [0.2, 0.1, 0.2], [0.4, -0.1, -0.1], [-0.1, -0.1, 0.0]], "e_above_lowest_ev": 0.762, "total_charge": -1, "gap_ev": 8.002, "e_homo_ev": -3.850, "smiles": "O=C([O-])P(O)O", "max_force_ev_per_a": 0.64}



{"formula": "CH2O4S", "method": "ωB97M-V with the def2-TZVPD basis set", "symbols": ["C", "O", "O", "O", "O", "S", "H", "H"], "xyz": [[1.0897, -0.5924, -0.3735], [1.3562, -0.2043, 0.7096], [-1.8504, -0.7160, 0.6587], [-0.1171, -0.6961, -0.9549], [-0.7544, 1.5297, 0.2587], [-1.4533, 0.2095, -0.3538], [1.9431, -1.0227, -0.9862], [-0.2138, 1.4922, 1.0413]], "atomic_forces_ev_per_a": [[1.5, -1.6, -1.3], [-0.4, 1.1, 1.5], [-0.9, 0.3, 0.7], [0.5, 1.1, -0.6], [-1.0, 0.0, -1.4], [0.9, -0.4, 0.5], [-1.3, 0.3, -0.1], [0.6, -0.7, 0.8]], "e_above_lowest_ev": 0.608, "total_charge": 0, "gap_ev": 11.452, "e_homo_ev": -10.814, "max_force_ev_per_a": 2.60}



{"formula": "CH2O4S2", "method": "ωB97M-V with the def2-TZVPD basis set", "symbols": ["C", "O", "O", "O", "O", "S", "S", "H", "H"], "xyz": [[0.1842, 0.1840, -0.1575], [-2.0795, 1.1753, 0.7264], [-0.5167, 2.6988, -0.4698], [-6.8629, -1.3515, 0.3446], [-6.0044, 0.9384, 0.2793], [-0.7888, 1.4488, 0.1759], [-6.5437, -0.1854, -0.4304], [0.0061, -0.6969, 0.4251], [1.1831, 0.4237, -0.4594]], "atomic_forces_ev_per_a": [[-0.6, 1.3, 0.9], [0.2, 0.1, 0.4], [0.2, -0.1, 0.5], [0.0, 0.2, -0.5], [-0.2, -0.2, -0.4], [0.2, -1.1, -1.5], [0.2, 0.0, 0.9], [-0.3, -0.3, 0.1], [0.2, 0.2, -0.3]], "e_above_lowest_ev": 1.221, "total_charge": 0, "gap_ev": 9.256, "e_homo_ev": -10.327, "max_force_ev_per_a": 1.91}



{"formula": "CH2O5P", "method": "ωB97M-V with the def2-TZVPD basis set", "symbols": ["C", "O", "O", "O", "O", "O", "P", "H", "H"], "xyz": [[0.7947, -0.4754, 0.0490], [-1.7011, 1.6011, 0.0746], [-2.3316, -0.8932, 0.0646], [-0.0614, -0.1538, -1.0398], [-0.0492, -0.2477, 1.1733], [1.9106, 0.2501, 0.0322], [-1.3233, 0.2036, -0.0192], [1.0183, -1.4821, -0.0846], [1.7430, 1.1974, -0.2500]], "atomic_forces_ev_per_a": [[-2.4, 0.7, 0.6], [0.0, 1.7, -0.3], [0.4, 0.6, -0.6], [-0.6, 0.7, 0.1], [-0.4, 0.7, -2.3], [2.1, 2.4, -0.5], [0.2, -3.1, 2.2], [0.9, -2.0, 0.3], [-0.2, -1.7, 0.6]], "e_above_lowest_ev": 0.819, "total_charge": -1, "gap_ev": 9.035, "e_homo_ev": -5.225, "max_force_ev_per_a": 3.81}



{"formula": "CH2O5S", "method": "ωB97M-V with the def2-TZVPD basis set", "symbols": ["C", "O", "O", "O", "O", "O", "S", "H", "H"], "xyz": [[-0.1203, 0.4746, -1.0920], [-0.1272, 0.4898, 2.3642], [-0.3019, -1.4124, 0.7036], [-0.8087, 0.8053, 0.0394], [1.3735, 0.3669, 0.4755], [-0.0430, -0.5807, -1.5340], [0.1297, 0.0112, 1.0514], [0.2099, 1.4670, -1.6541], [-0.3121, -1.6216, -0.3539]], "atomic_forces_ev_per_a": [[-0.3, 7.5, -2.5], [-0.5, -1.5, -0.5], [-0.2, -1.6, 0.0], [-1.1, 0.1, 0.3], [2.2, -0.6, 0.1], [0.2, -4.7, -2.9], [-0.1, 1.6, 2.1], [-0.4, -2.0, 1.1], [0.3, 1.3, 2.3]], "e_above_lowest_ev": 1.198, "total_charge": 0, "gap_ev": 12.575, "e_homo_ev": -11.971, "max_force_ev_per_a": 7.93}